Entry 1:
Computed, not measured: C3H5N3O in the gas phase, with ωB97M-V with the def2-TZVPD basis set.

Each line ends with the Löwdin charge.
Atoms and positions in Å:
O (2.16998, -0.08299, 1.30125)  -0.060
C (1.17647, 0.82307, 0.89182)  -0.212
C (0.10175, 0.17543, 0.07349)  -0.361
N (0.33951, -0.92943, -0.60590)  0.096
N (-0.81980, -1.10993, -1.27619)  0.006
C (-1.67506, -0.11684, -0.98098)  -0.178
N (-1.13231, 0.71572, -0.12430)  0.122
H (2.27655, -0.74064, 0.59960)  0.072
H (1.60144, 1.64165, 0.28675)  0.123
H (0.72969, 1.27335, 1.78292)  0.123
H (-0.89795, -1.82379, -1.98114)  0.149
H (-2.67303, -0.04479, -1.39310)  0.120

E_HOMO	-10.03	eV
molar mass	99.1	g/mol
electronic energy	-356.8161	Eh
energy above the lowest of the compared OMol25 structures with the same formula, charge and spin	108.4	kJ/mol
LUMO energy	0.81	eV
structure (SMILES)	OCc1nc[nH]n1

---

Entry 2:
Computed, not measured: 2 unconnected molecules or ions with the total composition C3H5N3O at a distorted geometry, with ωB97M-V with the def2-TZVPD basis set.

Each line ends with the Löwdin charge.
Atoms and positions in Å:
C (0.30103, -0.39852, -0.14989)  -0.453
C (-0.02698, 0.30540, -1.53657)  -0.119
C (-0.98538, -0.80447, 0.57240)  -0.191
O (0.38003, 1.47753, 0.46670)  -0.153
N (0.04532, 1.52187, -1.43080)  0.252
N (1.36642, -1.07872, -0.13831)  0.117
N (-1.50455, -0.17868, 1.52153)  0.124
H (1.27908, 1.83454, 0.45661)  0.064
H (1.76188, -1.35557, 0.75345)  0.065
H (-1.00938, 0.70383, 1.70588)  0.047
H (-0.18794, -0.29169, -2.42752)  0.135
H (-1.41953, -1.73554, 0.20652)  0.112

E_HOMO (alpha / beta)	-9.21 / -9.21	eV
molar mass	99.1	g/mol
electronic energy	-356.6203	Eh
energy above the lowest of the compared OMol25 structures with the same formula, charge and spin	622.5	kJ/mol
LUMO energy (alpha / beta)	-1.31 / -1.31	eV

---

Entry 3:
Computed, not measured: a gas-phase ion, C3H5N3O (charge +2) at a distorted geometry, with ωB97M-V with the def2-TZVPD basis set.

Each line ends with the Mulliken spin population.
Atoms and positions in Å:
C (0.57696, -0.39292, -0.06740)  0.281
C (-1.59030, 0.19161, -0.05026)  0.225
C (1.95804, -0.18683, -0.02252)  0.034
N (-0.23103, -1.36094, -0.66656)  0.647
N (-1.40865, -1.03008, -0.73067)  0.577
N (-0.34144, 0.56799, 0.28716)  -0.032
O (-2.69941, 0.84241, 0.16098)  0.150
H (2.05900, 0.85254, 0.39989)  0.005
H (2.66754, -0.44151, -0.84641)  0.042
H (2.65378, -0.84717, 0.70068)  0.073
H (-0.02981, 1.34970, 0.95997)  -0.003
H (-3.61470, 0.45519, -0.12486)  0.000

spin multiplicity	3
E_HOMO (alpha / beta)	-21.02 / -22.68	eV
molar mass	99.1	g/mol
electronic energy	-355.9139	Eh
total charge	+2
energy above the lowest of the compared OMol25 structures with the same formula, charge and spin	0.0	kJ/mol
LUMO energy (alpha / beta)	-10.34 / -14.63	eV

---

Entry 4:
Computed, not measured: C3H5N3OS in the gas phase at a distorted geometry, with ωB97M-V with the def2-TZVPD basis set.

Each line ends with the Löwdin charge.
Atoms and positions in Å:
C (1.14087, -0.70709, -0.00780)  -0.402
C (-0.91777, -0.48582, 0.03861)  -0.677
C (-0.36125, 0.76424, -0.08440)  -0.483
H (2.71893, -1.78075, -0.17197)  0.061
H (3.04485, -0.22943, 0.33400)  0.106
H (-2.84945, -1.74716, 0.85665)  -0.082
H (-2.00910, 2.05993, 0.38654)  0.150
H (-0.88957, 2.62264, -0.77265)  0.149
N (2.51512, -0.84247, -0.28309)  0.142
N (0.12432, -1.41747, 0.18230)  0.136
N (-0.92912, 1.96780, 0.12373)  0.075
O (0.99165, 0.72008, -0.30390)  0.090
S (-2.57946, -0.92452, -0.29801)  0.734

E_HOMO	-7.75	eV
molar mass	131.2	g/mol
electronic energy	-754.9602	Eh
energy above the lowest of the compared OMol25 structures with the same formula, charge and spin	207.1	kJ/mol
LUMO energy	0.69	eV
structure (SMILES)	Nc1nc(S)c(N)o1

---

Please write out number 4 again, unchanged.
Computed, not measured: C3H5N3OS in the gas phase at a distorted geometry, with ωB97M-V with the def2-TZVPD basis set.

Each line ends with the Löwdin charge.
Atoms and positions in Å:
C (1.14087, -0.70709, -0.00780)  -0.402
C (-0.91777, -0.48582, 0.03861)  -0.677
C (-0.36125, 0.76424, -0.08440)  -0.483
H (2.71893, -1.78075, -0.17197)  0.061
H (3.04485, -0.22943, 0.33400)  0.106
H (-2.84945, -1.74716, 0.85665)  -0.082
H (-2.00910, 2.05993, 0.38654)  0.150
H (-0.88957, 2.62264, -0.77265)  0.149
N (2.51512, -0.84247, -0.28309)  0.142
N (0.12432, -1.41747, 0.18230)  0.136
N (-0.92912, 1.96780, 0.12373)  0.075
O (0.99165, 0.72008, -0.30390)  0.090
S (-2.57946, -0.92452, -0.29801)  0.734

E_HOMO	-7.75	eV
molar mass	131.2	g/mol
electronic energy	-754.9602	Eh
energy above the lowest of the compared OMol25 structures with the same formula, charge and spin	207.1	kJ/mol
LUMO energy	0.69	eV
structure (SMILES)	Nc1nc(S)c(N)o1

---

What is the formula in the third record?
C3H5N3O

---

Among the records above, which one has the highest molar mass?
C3H5N3OS

---

What is the formula in the second record?
C3H5N3O